# C5H6N

A gas-phase ion, C5H6N (charge +1) at a distorted geometry (ωB97M-V/def2-TZVPD, the OMol25 dataset).

Geometry as ORCA input:
```
! wB97M-V def2-TZVPD RIJCOSX def2/J DEFGRID3
* xyz 1 1
C -0.3818 1.7604 0.4757
N 0.6634 1.0877 0.9027
C 1.0224 0.2665 -0.1446
C 0.3502 -1.2011 0.1636
C -0.9211 -0.7303 -0.5134
C -0.2573 0.8866 -0.5886
H -0.8880 2.6565 0.8695
H 1.9981 0.3955 -0.6298
H 0.3505 -1.3426 1.2391
H 1.0154 -1.9660 -0.3432
H -1.1435 -1.2860 -1.4857
H -1.8084 -0.5271 0.0546
*
```

- Molar mass: 80.11 g mol⁻¹
- E_tot: -248.39406 Eh
- E_LUMO: -0.2392 Ha
- HOMO-LUMO gap: 9.04 eV
- Energy relative to the best compared isomer or geometry (same formula, charge and spin): 581.9 kJ/mol
- SMILES string: C1=[N+]2[C@H]3CC[C@]132